DFT (ωB97M-V/def2-TZVPD) results for a molecular structure, C38H27BN10O7SYb.

Geometry as ORCA input:
```
! RIJCOSX wB97M-V def2-TZVPD def2/J DEFGRID3
* xyz -1 2
Yb -1.1250 0.5197 0.9908
C 1.1538 -4.1331 -0.9094
C 0.7590 -4.0289 0.4163
N 1.1089 -2.9884 1.1649
C 1.8333 -2.0474 0.5731
C 2.2295 -2.1570 -0.7556
N 1.8991 -3.2019 -1.5024
C 2.2444 -0.8886 1.4134
C 3.5764 -0.4959 1.4423
C 3.9756 0.5347 2.2827
C 3.0049 1.0728 3.1187
C 1.6990 0.6234 3.0228
N 1.3075 -0.3033 2.1503
C 0.6336 1.2022 3.8849
C 0.9118 1.7261 5.1422
N -0.0311 2.2235 5.9317
C -1.2714 2.1952 5.4575
C -1.5708 1.6690 4.2112
N -0.6175 1.1734 3.4267
C 5.3736 1.0408 2.3015
C 6.4384 0.2727 1.8449
C 7.7216 0.7912 1.8947
N 8.0147 2.0066 2.3544
C 6.9881 2.7445 2.7747
C 5.6707 2.3149 2.7697
H 0.8657 -4.9892 -1.5076
H 0.1554 -4.7980 0.8869
H 2.8011 -1.3676 -1.2319
H 4.2768 -0.9991 0.7897
H 3.2395 1.8722 3.8036
H 1.9224 1.7268 5.5288
H -2.0559 2.5982 6.0851
H -2.5853 1.6388 3.8427
H 6.2934 -0.7328 1.4725
H 8.5586 0.1946 1.5494
H 7.2273 3.7401 3.1300
H 4.8906 2.9979 3.0777
O -1.4539 1.1018 -1.2110
C -0.8440 0.0968 -1.6737
O -0.3417 -0.7592 -0.8850
C -0.7563 -0.1038 -3.1443
C -1.3863 0.7975 -3.9913
C -1.3449 0.6358 -5.3790
C -0.6514 -0.4523 -5.8489
O -0.4728 -0.8366 -7.1496
C 0.3821 -1.9829 -7.1058
O 0.5675 -2.3435 -5.7420
C -0.0274 -1.3496 -5.0033
C -0.0557 -1.2118 -3.6431
H -1.9174 1.6287 -3.5474
H -1.8315 1.3280 -6.0520
H 1.3460 -1.7298 -7.5545
H -0.0945 -2.8065 -7.6375
H 0.4294 -1.9133 -2.9788
B 2.2409 4.0309 1.7918
C 1.2162 2.9924 1.1827
N 0.4934 2.1658 0.8205
H 1.9629 5.1429 1.4031
H 2.1221 3.9396 3.0064
H 3.3542 3.6900 1.4371
C -5.0998 -0.2277 -4.3021
C -4.8672 0.1898 -2.8759
C -5.0249 1.5186 -2.4849
C -4.7421 1.9214 -1.1923
C -4.2938 0.9814 -0.2749
C -4.1761 -0.3548 -0.6263
C -4.4627 -0.7414 -1.9261
S -3.7604 1.5350 1.3079
O -3.2798 0.3118 1.9972
O -4.8330 2.2497 1.9265
O -2.5253 2.3310 1.0811
H -5.7475 0.4784 -4.8218
H -5.5551 -1.2170 -4.3541
H -4.1501 -0.2722 -4.8417
H -5.3613 2.2509 -3.2102
H -4.8401 2.9586 -0.8993
H -3.8740 -1.0901 0.1079
H -4.3588 -1.7836 -2.2041
N -1.4804 -1.6688 1.6836
C -2.0781 -2.6503 1.8250
C -2.7903 -3.8309 2.0017
C -4.2091 -3.8030 2.0201
N -5.3634 -3.7831 2.0280
C -2.0804 -5.0569 2.0396
N -1.5010 -6.0559 2.0719
*
```

Results
- Lowest unoccupied orbital energy (alpha / beta): 1.11 / 1.11 eV
- HOMO energy (alpha / beta): -5.789 / -5.789 eV
- ΔE to the lowest compared entry with this formula, charge and spin: 0.0 kJ/mol
- E: -4120.56748 Ha
- <S²>: 0.751



DFT (ωB97M-V/def2-TZVPD) results for a molecular structure, C38H27BrCoF4O2P2S.

Geometry as ORCA input:
```
! RIJCOSX wB97M-V def2-TZVPD def2/J DEFGRID3
* xyz 1 5
Co 0.2304 -0.3159 -0.1514
O -2.5617 1.7164 2.3698
C -1.9442 1.4344 1.3776
O -0.6761 1.0579 1.3433
C -2.6065 1.4406 -0.0087
P -1.2962 1.1911 -1.2428
C -0.6125 2.8475 -1.4970
C -1.4548 3.8395 -2.0075
C -1.0043 5.1392 -2.1712
C 0.2967 5.4666 -1.8097
C 1.1356 4.4969 -1.2772
C 0.6808 3.1926 -1.1157
C -2.0318 0.7070 -2.8324
C -1.8742 1.4056 -4.0253
C -2.4085 0.9137 -5.2125
C -3.1079 -0.2817 -5.2229
C -3.2609 -0.9970 -4.0392
C -2.7197 -0.5098 -2.8574
H -3.1152 2.3848 -0.1936
H -3.3528 0.6449 -0.0418
H -2.4821 3.6036 -2.2651
H -1.6714 5.8942 -2.5677
H 0.6492 6.4840 -1.9272
H 2.1412 4.7552 -0.9719
H 1.3401 2.4639 -0.6619
H -1.3092 2.3261 -4.0461
H -2.2739 1.4710 -6.1309
H -3.5305 -0.6568 -6.1476
H -3.8015 -1.9344 -4.0401
H -2.8426 -1.0852 -1.9434
F 2.8162 -6.3844 2.1905
C 2.2935 -5.1684 2.2093
C 2.3964 -4.3788 3.3344
F 3.0192 -4.8533 4.4023
C 1.8420 -3.1106 3.3396
F 1.9570 -2.4254 4.4801
C 1.1982 -2.5728 2.2408
P 0.3824 -0.9024 2.1452
C 1.3960 0.1649 3.1880
C 2.7811 0.0698 3.0964
C 3.5898 0.9349 3.8209
C 3.0084 1.8900 4.6450
C 1.6261 1.9861 4.7361
C 0.8133 1.1324 4.0010
C -1.1840 -1.3436 2.9401
C -2.2945 -1.6372 2.1519
C -3.4882 -2.0348 2.7381
C -3.5796 -2.1298 4.1214
C -2.4781 -1.8341 4.9128
C -1.2819 -1.4449 4.3242
C 1.1069 -3.4115 1.1328
Br 0.1496 -2.9292 -0.4613
C 1.6343 -4.6833 1.0984
F 1.5281 -5.4682 0.0288
H 3.2429 -0.6827 2.4625
H 4.6676 0.8598 3.7457
H 3.6360 2.5629 5.2156
H 1.1745 2.7373 5.3724
H -0.2654 1.2403 4.0332
H -2.2395 -1.5546 1.0695
H -4.3481 -2.2622 2.1192
H -4.5113 -2.4313 4.5835
H -2.5477 -1.9031 5.9916
H -0.4261 -1.2202 4.9503
S 2.3804 -0.1547 -1.0635
C 2.2988 -0.3567 -2.7410
C 1.0905 -0.5671 -3.4569
C 1.1111 -0.7049 -4.8246
C 2.3301 -0.6416 -5.5080
C 3.5301 -0.4395 -4.8250
C 3.5258 -0.2996 -3.4549
H 0.1448 -0.6053 -2.9356
H 0.1844 -0.8543 -5.3654
H 2.3426 -0.7491 -6.5862
H 4.4627 -0.3933 -5.3714
H 4.4481 -0.1412 -2.9102
*
```

Results
- Lowest unoccupied orbital energy (alpha / beta): -2.52 / -5.75 eV
- HOMO energy (alpha / beta): -10.935 / -11.368 eV
- ΔE to the lowest compared entry with this formula, charge and spin: 58.1 kJ/mol
- E: -7051.65826 Ha
- <S²>: 6.040



DFT (ωB97M-V/def2-TZVPD) results for a molecular structure, C38H27ClCrN6O2S.

Geometry as ORCA input:
```
! RIJCOSX wB97M-V def2-TZVPD def2/J DEFGRID3
* xyz 1 2
Cr 0.2173 -0.4063 -0.7957
C -2.7301 -3.2927 0.5342
C -1.9677 -2.4912 -0.3191
N -0.8779 -1.8492 0.0721
C -0.4565 -2.0128 1.3494
C -1.2046 -2.7401 2.3067
C -2.3707 -3.3998 1.8552
C -0.7403 -2.7626 3.6352
C 0.4141 -2.0922 3.9734
C 1.2066 -1.4584 3.0158
C 0.8111 -1.4374 1.6804
N 1.3986 -0.8654 0.6052
C 2.6778 -0.4388 0.4588
C 3.8310 -0.8434 1.1186
C 5.0689 -0.2987 0.7638
C 5.1854 0.6971 -0.1736
C 4.0363 1.1630 -0.8475
C 4.0268 2.2140 -1.7873
C 2.8369 2.5930 -2.3590
C 1.6751 1.8750 -2.0666
N 1.6621 0.8551 -1.2326
C 2.7995 0.5379 -0.5748
H -3.5918 -3.8099 0.1403
H -2.2369 -2.3895 -1.3628
H -2.9466 -3.9959 2.5470
H -1.3168 -3.2912 4.3774
H 0.7291 -2.0606 5.0064
H 2.1030 -0.9418 3.3138
H 3.7863 -1.5910 1.8956
H 5.9516 -0.6680 1.2611
H 6.1443 1.1310 -0.4101
H 4.9514 2.7121 -2.0368
H 2.7810 3.4276 -3.0371
H 0.7289 2.1307 -2.5288
O 1.2903 1.5589 1.4809
S 0.0682 2.1651 1.0336
O 0.1909 3.3018 0.1616
N -0.7654 1.0015 0.1984
C -1.9467 1.3893 -0.3538
C -2.8601 2.2939 0.1751
C -4.0880 2.5121 -0.4509
C -4.4363 1.8700 -1.6132
C -3.5176 0.9949 -2.2218
C -3.7618 0.3325 -3.4427
C -2.7792 -0.4662 -3.9723
C -1.5703 -0.6132 -3.2914
N -1.3063 -0.0338 -2.1291
C -2.2664 0.7619 -1.5924
C -0.8055 2.6313 2.5242
C -1.3143 1.6549 3.3596
C -1.8824 2.0326 4.5669
C -1.9182 3.3698 4.9333
C -1.3907 4.3371 4.0927
C -0.8274 3.9673 2.8811
H -2.6328 2.8268 1.0831
H -4.7855 3.1923 0.0097
H -5.3934 2.0380 -2.0842
H -4.7146 0.4619 -3.9353
H -2.9204 -0.9785 -4.9095
H -0.8027 -1.2505 -3.7063
H -1.2722 0.6162 3.0658
H -2.2959 1.2845 5.2257
H -2.3492 3.6588 5.8796
H -1.4191 5.3778 4.3784
H -0.4130 4.6929 2.1988
Cl 2.4135 -1.8838 -5.7977
C 2.0613 -2.3664 -4.1868
C 2.2676 -3.6808 -3.7804
C 1.9698 -3.9854 -2.4615
C 1.4352 -3.0138 -1.6362
N 1.1948 -1.7575 -2.0336
C 1.5503 -1.4424 -3.2855
H 2.6528 -4.4186 -4.4648
H 2.1476 -4.9764 -2.0781
H 1.1892 -3.2438 -0.6102
H 1.4208 -0.4125 -3.5890
*
```

Results
- Lowest unoccupied orbital energy (alpha / beta): -3.65 / -3.18 eV
- HOMO energy (alpha / beta): -9.648 / -9.769 eV
- ΔE to the lowest compared entry with this formula, charge and spin: 52.7 kJ/mol
- E: -3846.04779 Ha
- <S²>: 0.778



DFT (ωB97M-V/def2-TZVPD) results for a molecular structure, C38H29BrClN5O3V.

Geometry as ORCA input:
```
! RIJCOSX wB97M-V def2-TZVPD def2/J DEFGRID3
* xyz -1 3
V -0.2136 -0.3486 -0.5190
O 3.4545 -0.9049 2.9813
C 3.3841 -2.2193 2.5788
C 4.1720 -3.2029 3.1548
C 4.0695 -4.5108 2.7008
C 3.1873 -4.8263 1.6798
C 2.4011 -3.8286 1.1182
C 2.4850 -2.5189 1.5605
C 1.5934 -1.4525 0.9610
O 0.7091 -1.9503 0.0691
N 2.4979 -0.4701 0.2590
N 1.9519 0.1623 -0.8011
C 2.5224 1.2274 -1.2104
C 2.0852 2.0184 -2.3540
Br 1.2992 1.1034 -3.7990
C 2.3373 3.3311 -2.4606
C 2.7991 4.2271 -1.3911
C 3.4247 5.4219 -1.7574
C 3.8691 6.3166 -0.7999
C 3.6801 6.0428 0.5478
C 3.0275 4.8777 0.9252
C 2.5846 3.9777 -0.0321
H 4.0719 -0.8301 3.7147
H 4.8631 -2.9469 3.9509
H 4.6830 -5.2816 3.1500
H 3.1037 -5.8451 1.3259
H 1.6821 -4.0369 0.3367
H 1.0934 -0.9130 1.7909
H 3.0259 0.1309 0.8838
H 3.4049 1.6111 -0.6945
H 2.1732 3.8093 -3.4194
H 3.5676 5.6419 -2.8084
H 4.3552 7.2343 -1.1059
H 4.0152 6.7453 1.2998
H 2.8329 4.6741 1.9703
H 2.0034 3.1192 0.2817
Cl -4.5619 5.2600 1.1960
C -3.2618 4.1291 0.8296
C -2.0352 4.6334 0.4283
C -1.0230 3.7139 0.1347
C -1.2151 2.3453 0.2432
O -0.2190 1.5206 -0.0646
C -2.4860 1.8311 0.6667
C -2.7574 0.4660 0.8311
N -1.8884 -0.5587 0.6498
C -2.4383 -1.8355 0.7227
C -3.5104 -2.2110 -0.0588
C -4.0013 -3.5292 -0.0621
C -3.4233 -4.4905 0.7180
C -2.3500 -4.1395 1.5719
C -1.7324 -5.0835 2.4292
C -0.7489 -4.6808 3.2800
C -0.3976 -3.3105 3.2895
N -0.9218 -2.4165 2.5004
C -1.8711 -2.8124 1.6096
C -3.5028 2.7820 0.9484
H -1.8756 5.6979 0.3389
H -0.0586 4.0642 -0.2046
H -3.7501 0.1951 1.1868
H -3.9302 -1.4736 -0.7331
H -4.8258 -3.7799 -0.7177
H -3.7719 -5.5160 0.7059
H -2.0619 -6.1163 2.3960
H -0.2503 -5.3739 3.9447
H 0.3562 -2.9616 3.9904
H -4.4791 2.4363 1.2639
N -0.9385 -0.6036 -1.9807
C -1.8519 -0.4807 -2.9933
C -2.6155 0.6849 -3.1298
C -3.5376 0.7955 -4.1562
C -3.7127 -0.2420 -5.0651
C -2.9550 -1.3999 -4.9349
C -2.0329 -1.5246 -3.9090
H -2.4731 1.4864 -2.4146
H -4.1241 1.7016 -4.2453
H -4.4340 -0.1494 -5.8673
H -3.0857 -2.2155 -5.6361
H -1.4428 -2.4237 -3.7907
*
```

Results
- Lowest unoccupied orbital energy (alpha / beta): 2.19 / 2.19 eV
- HOMO energy (alpha / beta): -2.074 / -4.749 eV
- ΔE to the lowest compared entry with this formula, charge and spin: 190.5 kJ/mol
- E: -5943.26705 Ha
- <S²>: 2.061



DFT (ωB97M-V/def2-TZVPD) results for a molecular structure, C38H29BrDyF6N8O6S4.

Geometry as ORCA input:
```
! RIJCOSX wB97M-V def2-TZVPD def2/J DEFGRID3
* xyz -1 6
Dy -1.2787 -0.1437 1.2838
C -2.6424 3.7773 4.7994
C -2.2941 4.9039 3.9898
C -2.1474 4.7766 2.6234
C -2.2619 3.5330 2.0345
N -2.3957 2.4118 2.8602
C -2.7340 2.5539 4.1569
N -2.3156 3.4568 0.6911
C -2.0892 2.7046 -0.3508
N -1.9483 1.2969 -0.4622
C -2.0804 0.9697 -1.8074
N -2.1274 -0.2409 -2.3399
C -2.6009 -1.2761 -1.6726
C -3.0187 -2.4736 -2.4959
C -3.9022 -3.3546 -2.0085
C -4.2894 -3.2270 -0.6127
C -3.8039 -2.1377 0.0710
N -2.7601 -1.3093 -0.3242
C -1.9140 2.2040 -2.5936
C -1.6594 2.4030 -3.9288
C -1.3400 3.6796 -4.3777
C -1.1345 4.7088 -3.4750
C -1.5331 4.5195 -2.1151
C -1.8965 3.2892 -1.6747
H -2.6829 3.8416 5.9196
H -2.1429 5.8387 4.4467
H -1.9045 5.6997 2.0166
H -3.0755 1.6158 4.6590
H -2.5439 -2.3610 -3.4624
H -4.2816 -4.1597 -2.6475
H -5.0637 -3.8467 -0.1478
H -4.1881 -1.8779 1.0512
H -1.7763 1.6586 -4.7077
H -1.4206 3.8468 -5.4637
H -0.7379 5.7023 -3.7323
H -1.4270 5.3664 -1.3730
C 0.3724 -5.0779 -0.8166
O 0.4367 -3.5991 -0.9246
C 0.8011 -3.1157 -2.1251
C 0.8398 -3.8747 -3.3021
C 1.0744 -3.1588 -4.4968
Br 1.0604 -3.9009 -6.2166
C 1.2893 -1.7975 -4.5034
C 1.4278 -1.1449 -3.2864
C 0.9234 -1.7200 -2.0815
O 0.5805 -1.0642 -0.9937
C 2.2706 0.0315 -3.2736
N 3.0920 0.3511 -4.2923
C 3.8291 1.4088 -3.8872
C 4.9333 2.0763 -4.4213
C 5.5862 3.0252 -3.6394
C 4.9594 3.5533 -2.4493
C 3.8277 2.9266 -1.8521
C 3.4453 1.8113 -2.5697
N 2.4257 0.8742 -2.2236
H 1.3654 -5.4934 -1.0177
H -0.3764 -5.5048 -1.5262
H -0.0846 -5.2469 0.1827
H 0.9283 -4.9998 -3.3056
H 1.4399 -1.2261 -5.4031
H 0.7676 -1.5477 -0.0513
H 5.4379 1.6147 -5.2290
H 6.4938 3.4595 -3.9957
H 5.4630 4.3695 -2.0099
H 3.3027 3.2608 -0.9406
H 1.9596 0.7938 -1.3051
F -2.3614 -4.1789 1.9502
C -2.1250 -4.2271 3.3258
F -2.8469 -5.2582 3.8060
F -0.8011 -4.4271 3.4594
S -2.6239 -2.4953 3.9964
O -2.0407 -1.6174 2.8963
O -4.0520 -2.4498 4.0775
N -1.8967 -2.2539 5.3593
S -0.2964 -2.3844 5.5654
O -2.4634 1.2141 2.2667
O 0.0626 -2.9845 6.8488
C 0.1262 -0.5485 5.7692
F 1.4365 -0.4596 6.0403
F -0.0853 0.0368 4.4879
F -0.5465 0.1069 6.6829
C 3.8125 1.0618 2.2483
C 2.4599 0.4517 1.9000
S 1.1533 1.4188 1.3585
C 2.3238 -0.9213 2.0120
C 3.5021 -1.7190 2.4901
S 0.8822 -1.8846 1.7229
H 3.7514 2.1310 1.9495
H 4.6477 0.6898 1.6777
H 4.0902 1.0322 3.3039
H 4.1791 -1.0662 3.0214
H 4.0510 -2.2296 1.7033
H 3.2010 -2.4731 3.2070
*
```

Results
- Lowest unoccupied orbital energy (alpha / beta): 0.34 / 0.34 eV
- HOMO energy (alpha / beta): -3.954 / -3.955 eV
- E: -8006.04437 Ha
- <S²>: 9.333



DFT (ωB97M-V/def2-TZVPD) results for a molecular structure, C38H29BrN3O10PSW.

Geometry as ORCA input:
```
! RIJCOSX wB97M-V def2-TZVPD def2/J DEFGRID3
* xyz 0 3
W 0.1965 0.7784 0.7119
Br -2.2393 -6.0308 -2.3831
C -1.7673 -4.4809 -1.3818
C -1.9095 -4.5932 0.1025
C -2.0334 -2.9266 1.5664
C -1.5622 -1.6571 0.7966
O -1.1918 -0.4841 1.4303
C -0.9666 -2.1747 -1.2428
C -0.1524 -1.1718 -1.9889
N 0.0990 0.0540 -1.4960
C 0.4518 1.0642 -2.3650
C 0.4967 0.9153 -3.7619
C 0.8255 1.9737 -4.6014
C 1.0954 3.2261 -4.1027
C 1.0249 3.4460 -2.7139
C 1.2517 4.7130 -2.1441
C 1.1775 4.8711 -0.7818
C 0.8753 3.7736 0.0099
N 0.6584 2.5601 -0.4921
C 0.7179 2.3671 -1.8380
C -1.3029 -3.4101 -2.0145
H -1.9025 -5.6407 0.3948
H -2.1438 -2.8123 2.6428
H 0.0403 -1.3890 -3.0307
H 0.2417 -0.0265 -4.2203
H 0.8540 1.8038 -5.6701
H 1.3501 4.0487 -4.7580
H 1.4772 5.5503 -2.7922
H 1.3600 5.8299 -0.3175
H 0.8417 3.8519 1.0847
H -1.2106 -3.3950 -3.0951
O 0.0187 -0.9538 4.1204
C 0.6653 -0.8950 3.1094
O 0.9934 0.1973 2.4509
C 1.2802 -2.1180 2.4316
P 1.1998 -1.7396 0.6317
C 2.3928 -2.9044 -0.1074
C 2.0689 -3.6358 -1.2478
C 2.9522 -4.5748 -1.7558
C 4.1773 -4.7829 -1.1392
C 4.5298 -4.0194 -0.0357
C 3.6504 -3.0762 0.4714
C -0.4062 -2.4796 0.1789
C -0.8924 -3.7441 0.8944
C -3.0819 -3.7978 0.8095
C -4.0085 -3.0959 -0.1207
C -3.5928 -2.0334 -0.7944
C -2.2371 -1.4572 -0.5879
H 0.8150 -3.0451 2.7449
H 2.3334 -2.1212 2.7135
H 1.1174 -3.4865 -1.7349
H 2.6781 -5.1502 -2.6308
H 4.8574 -5.5338 -1.5201
H 5.4941 -4.1614 0.4351
H 3.9402 -2.4577 1.3104
H -0.1420 -4.3206 1.4297
H -3.6301 -4.4435 1.4931
H -5.0005 -3.5074 -0.2676
H -4.2451 -1.5344 -1.5033
H -2.2412 -0.4132 -0.8596
O -1.5534 1.4360 -0.2355
C -2.3998 2.3116 0.0404
C -2.3932 3.1056 1.1929
C -3.3852 4.0754 1.4171
C -3.3421 4.8408 2.5505
C -2.3319 4.6715 3.5134
C -1.3626 3.7203 3.3215
C -1.3644 2.9339 2.1644
O -0.4353 2.0670 1.9626
N -4.3575 5.8622 2.7580
O -5.2680 5.9324 1.9524
O -4.2369 6.5917 3.7242
H -3.1902 2.4350 -0.6986
H -4.1797 4.2227 0.6971
H -2.3392 5.2977 4.3927
H -0.5799 3.5568 4.0499
C 4.5560 1.8473 0.2475
S 3.1262 1.0687 0.9717
O 3.5941 -0.0870 1.6933
O 2.2524 0.6679 -0.1895
O 2.3897 2.1078 1.6693
H 5.1489 1.0801 -0.2438
H 5.1172 2.3219 1.0479
H 4.1946 2.5840 -0.4672
*
```

Results
- Lowest unoccupied orbital energy (alpha / beta): -1.36 / -1.53 eV
- HOMO energy (alpha / beta): -5.809 / -8.172 eV
- ΔE to the lowest compared entry with this formula, charge and spin: 559.9 kJ/mol
- E: -5762.65297 Ha
- <S²>: 2.048



Question: <S²> of number 6 (C38H29BrN3O10PSW)?
Answer: 2.048